1.
C25H20F5N4Pt as an isolated structure at a distorted geometry, computed with ωB97M-V with the def2-TZVPD basis set.

```
55
Properties=species:S:1:pos:R:3:forces:R:3
H 0.82540 0.91670 -5.36290 0.1 0.1 0.0
C 0.25080 0.58740 3.26120 0.1 0.2 0.3
C -0.24810 -1.44550 2.30110 -0.1 -0.1 0.0
C 0.47250 0.27620 -4.57130 -0.1 0.0 0.1
C -2.63700 1.44780 -0.24770 -0.5 -0.2 -0.2
C 3.15900 -1.07220 -0.48070 -0.4 0.2 0.1
N -1.11940 -1.43060 -0.05220 -0.3 -1.1 0.0
H -1.90610 -2.56730 -1.65540 0.1 0.0 0.0
C -0.89170 2.89300 0.19830 0.0 0.8 0.1
C 4.62230 1.04540 0.51210 -0.1 -0.1 -0.1
F 2.58260 2.14760 0.98990 0.4 0.0 0.1
N -0.09160 -0.12370 2.18990 0.9 0.0 -1.0
H -4.14150 0.00870 -0.67680 0.0 0.0 0.0
H -0.23060 -2.91660 -1.23410 -0.1 0.1 0.0
C 0.32080 -1.36450 4.62300 0.0 0.1 -0.2
F 6.61610 -0.10200 -0.01570 -0.2 0.0 0.0
H 0.15240 -1.44380 -5.81500 0.0 -0.1 -0.1
C -2.50010 -1.03670 0.22970 -0.3 -0.1 -0.1
C 4.54720 -1.13880 -0.50120 -0.1 0.0 0.0
C 5.28430 -0.06750 -0.00290 -0.2 0.0 0.0
C -0.37390 -1.80800 -3.77000 0.0 0.3 0.0
C 2.45440 0.02000 0.00590 -0.4 -0.3 0.0
H -2.54690 -0.69550 1.26770 0.0 -0.1 -0.1
N -1.33620 1.68060 -0.11980 0.6 -0.6 0.4
H 0.33420 -2.71740 0.72560 -0.1 0.1 0.0
H -3.15230 -1.91880 0.14050 0.0 0.0 0.1
C -0.95830 -2.10520 -1.34780 0.1 -0.2 0.2
H -1.30310 -3.03210 1.32420 0.1 0.0 0.1
H 0.18880 3.00980 0.28530 -0.2 0.0 0.0
H 0.34750 1.65390 3.11560 0.1 0.0 0.0
H 0.66040 1.76520 -3.02820 0.1 0.0 0.0
C 0.09200 -1.03600 -4.81980 0.0 0.1 0.3
H -3.81850 4.53090 0.45530 0.0 0.1 0.0
F 5.31510 2.07820 0.99480 0.0 -0.1 -0.1
H 0.48210 -1.85000 5.57160 0.0 -0.1 0.1
H 0.73870 0.62340 5.34270 0.0 0.1 0.0
C -3.05310 0.06800 -0.67950 0.2 0.0 0.3
C -0.59300 -2.23520 1.05680 0.0 -0.3 -0.2
C -0.44820 -1.25420 -2.49560 -0.1 -0.1 -0.1
N -0.06310 -0.00020 -2.27020 0.9 -0.1 1.2
C 3.23570 1.05980 0.50140 -0.4 -0.2 -0.1
C 0.46630 0.00930 4.49920 -0.1 0.0 -0.1
F 2.44010 -2.12460 -0.95060 0.3 0.0 0.0
C -3.11320 3.72880 0.29890 0.1 -0.1 0.0
H -0.17460 -3.16890 3.57230 -0.1 -0.1 0.0
C -3.56510 2.45620 -0.00760 0.2 0.1 -0.1
C -1.74740 3.96180 0.39160 -0.1 -0.2 -0.1
F 5.17320 -2.21070 -0.99810 -0.1 0.2 0.1
H -4.62080 2.24560 -0.07640 -0.1 0.0 -0.1
H -0.67210 -2.82950 -3.93250 -0.1 -0.2 0.0
H -2.71540 -0.09110 -1.70560 -0.1 0.0 -0.1
Pt 0.40220 0.35350 -0.03140 0.3 1.3 -0.5
C 0.38350 0.74860 -3.27610 0.1 0.3 -0.4
H -1.35690 4.94250 0.60920 0.1 0.1 0.1
C -0.04760 -2.10000 3.50830 -0.1 0.2 0.0
```
Forces are in eV/Å.

Values from the calculation:
- Total charge: +1
- Highest occupied orbital energy (spin up / spin down): -10.506 / -10.535 eV
- Frontier orbital gap (spin up / spin down): 7.07 / 7.18 eV

***

2.
C4H9ClIN as an isolated structure at a distorted geometry, computed with ωB97M-V with the def2-TZVPD basis set.

```
16
Properties=species:S:1:pos:R:3:forces:R:3
H -0.78359 1.27189 1.41968 -1.0 0.7 2.0
H -2.17387 -1.27126 -0.50247 -1.4 -4.5 -1.2
H 2.14634 -1.46237 -1.73138 1.0 0.8 2.4
H -2.66214 0.09577 0.33822 1.4 -0.3 -1.3
H -2.02507 0.27244 -1.37813 -0.2 -0.3 0.1
H -0.10073 1.73005 0.00263 0.4 2.7 -2.8
H 1.02875 0.83831 1.17902 -2.3 1.0 -0.7
C -1.93344 -0.31771 -0.47035 0.1 5.0 2.4
H 1.92008 -1.67763 0.16313 0.7 -0.3 -0.2
N 0.48849 -0.77606 -0.91872 -2.1 0.2 -1.0
Cl -0.53627 -1.79544 1.28621 0.3 1.4 -0.2
C -0.52256 -0.28909 0.07851 2.4 -0.5 0.1
C -0.03992 1.05168 0.73528 2.0 -5.5 1.9
H 2.34934 -0.03933 -0.38712 1.2 0.1 -0.4
I 0.29179 0.29043 -2.69423 0.2 0.0 0.0
C 1.94223 -0.99225 -0.68548 -2.6 -0.6 -1.0
```
Forces are in eV/Å.

Values from the calculation:
- Energy above the lowest of the compared OMol25 structures with the same formula, charge and spin: 167.6 kJ/mol
- Total charge: 0
- Highest occupied orbital energy: -8.653 eV
- Frontier orbital gap: 8.51 eV

***

3.
A 12-piece molecular cluster, H24O12 overall at a distorted geometry, computed with ωB97M-V with the def2-TZVPD basis set.

```
36
Properties=species:S:1:pos:R:3:forces:R:3
O -2.53928 -3.33175 0.36794 -0.8 0.4 0.6
H -3.26028 -1.02975 -1.91306 0.5 0.1 0.4
H 0.90372 4.01325 -1.03406 1.5 0.3 -0.1
O -1.65728 -1.09075 1.75494 -0.4 0.7 -0.3
O 1.08972 -0.34075 -2.28806 0.0 -0.4 -1.4
O -0.02428 3.87625 -1.07006 -1.0 0.9 0.5
H 0.13572 -1.72775 -1.89306 1.1 0.4 0.0
H 2.93372 0.87925 0.34794 0.5 -2.4 1.2
H -2.51728 -0.85475 2.13194 0.4 -0.3 0.1
H -2.09528 -2.55075 0.82794 -1.5 -1.3 -0.9
H -1.19228 -1.68775 2.33394 0.2 -0.3 0.6
H 2.48372 2.29425 0.45994 0.5 -0.4 -0.1
O 0.07872 0.25025 0.05794 0.4 -0.1 -0.5
H 1.75572 -0.70675 0.23094 -1.2 0.2 -0.4
H -0.93928 -2.36075 -2.68706 -0.1 -0.6 0.2
O -2.69528 -0.54375 -1.28906 -1.5 0.6 -0.1
H 2.42472 3.98625 1.50694 -0.1 -0.1 0.4
O 2.24272 3.15825 1.97594 1.0 0.6 -0.1
H 0.74572 -4.21375 0.50894 0.0 0.9 0.8
H 0.59572 -0.09775 -3.10106 0.5 0.3 1.1
O 0.46872 -3.28675 0.70294 1.5 -1.9 1.9
H 1.30072 3.04525 1.96694 -1.2 0.0 0.2
H 0.84872 0.18025 -1.50806 -0.3 0.5 -0.2
H -1.79928 -0.79075 -1.46106 0.8 -0.7 -0.2
O -0.55628 2.72625 1.23894 1.5 -0.5 0.8
H -0.11528 3.03325 -1.47606 -0.2 -1.2 -0.8
H -0.37628 3.22125 0.42194 -0.6 0.3 -0.3
H -1.47528 2.62625 1.42194 -1.0 0.2 -0.1
H 0.02172 -3.15275 -0.08906 -1.7 1.0 -2.5
O 2.83872 1.63925 -0.16606 -0.7 2.7 -1.7
H -3.52228 -3.35475 0.53494 1.8 0.5 0.0
O 2.57572 -1.00675 0.58894 1.7 -0.1 -1.2
H -0.00828 0.99825 0.64294 0.2 1.0 0.4
H 2.43372 -1.02475 1.50594 -0.3 -0.3 1.9
H -0.67128 -0.27175 0.32094 -0.7 -0.8 0.2
O -0.43328 -2.50275 -1.87606 -0.9 -0.2 -0.4
```
Forces are in eV/Å.

Values from the calculation:
- Energy above the lowest of the compared OMol25 structures with the same formula, charge and spin: 181.4 kJ/mol
- Total charge: 0
- Highest occupied orbital energy: -10.286 eV
- Frontier orbital gap: 10.22 eV
- Structure (SMILES): O.O.O.O.O.O.O.O.O.O.O.O

***

4.
A single C6H11N molecule at a distorted geometry, computed with ωB97M-V with the def2-TZVPD basis set.

```
18
Properties=species:S:1:pos:R:3:forces:R:3
H 0.11490 0.37066 2.55190 -1.2 -0.2 0.9
H 1.74618 0.65081 2.03409 -2.6 0.0 -1.1
C 1.65138 -1.39592 0.38388 1.3 -0.2 2.3
H -2.09773 1.52979 -1.96337 -1.0 -1.3 0.0
C -0.39586 -0.28900 -0.51202 2.3 2.5 1.4
H -1.60457 0.91720 0.77854 -0.5 -1.0 2.1
H -3.37991 1.34340 -0.63531 -1.6 1.3 1.0
H 0.39678 1.65016 1.30295 -0.3 -0.3 0.2
H 1.92659 -1.89787 1.35214 -0.6 0.8 -0.1
H 1.47095 -2.30191 -0.16053 -0.4 0.0 -1.2
H 0.58764 -1.10679 -1.93856 2.3 -2.1 -0.3
H -0.00823 0.15414 -2.45719 -0.5 1.4 -0.3
H 2.63027 -0.94718 0.16948 -0.2 0.0 -0.6
C -1.49667 0.56702 -0.19926 -1.4 0.9 -0.7
C 0.54755 -0.38544 0.52486 -1.2 -0.9 -2.7
N -0.24538 -0.63107 -1.89969 -1.5 -0.7 1.5
C 0.58437 0.62958 1.64455 4.1 -0.3 0.0
C -2.42827 1.14243 -0.97645 2.9 -0.1 -2.2
```
Forces are in eV/Å.

Values from the calculation:
- Energy above the lowest of the compared OMol25 structures with the same formula, charge and spin: 312.7 kJ/mol
- Total charge: 0
- Highest occupied orbital energy: -7.536 eV
- Frontier orbital gap: 8.18 eV
- Structure (SMILES): C=CC(N)=C(C)C

***

5.
A 5-piece molecular cluster, C8H24IO5 overall, computed with ωB97M-V with the def2-TZVPD basis set.

```
38
Properties=species:S:1:pos:R:3:forces:R:3
H -1.16475 -2.82658 3.80956 -0.2 0.0 -0.2
H 1.23894 -4.65464 3.64632 -0.1 0.1 -0.1
O 3.19668 2.01883 0.31162 0.1 0.3 0.2
H -0.76935 2.87671 -2.07263 -0.1 -0.1 0.1
C 4.60313 3.01416 1.98157 -0.1 -0.2 -0.3
O -1.16600 -2.38720 -1.29374 0.1 -0.3 0.1
H 5.22330 3.47734 1.21012 -0.1 0.0 0.0
H -1.02373 -1.65699 -0.66956 0.1 0.1 0.0
C 3.17027 2.81682 1.49107 0.6 -0.2 -0.3
H -1.77876 -1.09634 -4.30935 0.2 0.0 0.0
H 2.59315 2.29480 2.25731 -0.2 0.2 0.1
H 2.72923 3.79441 1.26592 -0.2 0.0 0.2
H -1.55876 3.10793 -3.61751 -0.1 0.2 0.1
C -1.92030 -1.92200 -2.38102 -0.5 0.2 0.1
H -0.87379 -3.77806 2.32065 -0.2 0.0 0.1
H 2.28781 1.71338 0.16715 0.0 -0.2 -0.1
C 0.24777 -4.42574 4.04500 0.3 -0.2 0.0
C -1.72782 3.11936 -2.53507 0.1 -0.3 -0.1
H -2.03525 4.11112 -2.20470 0.0 0.1 0.0
H -2.51214 1.12274 -2.61797 -0.2 0.1 -0.2
H -3.74921 2.43609 -2.57424 -0.1 -0.2 -0.1
C -2.79120 2.08593 -2.18614 0.1 0.3 0.5
C -0.40906 -3.34044 3.20685 0.5 0.1 0.0
O -0.47629 -0.10004 -3.12699 0.0 0.1 0.1
H -2.18489 1.49570 -0.44481 -0.1 0.1 0.2
O 0.58837 -2.40585 2.79164 -0.3 -0.4 0.1
I -0.00671 0.37574 0.52079 -0.1 0.0 -0.1
O -2.98104 1.94550 -0.77839 0.1 0.0 -0.3
H 4.62656 3.65201 2.86631 0.0 -0.1 0.1
H -0.19075 -0.13686 -2.19832 0.1 0.0 0.0
H -2.50595 -2.75798 -2.77955 0.2 -0.1 0.0
H -2.65344 -1.16841 -2.05678 0.1 0.0 0.0
H -0.31396 -5.36351 4.03626 -0.2 0.1 0.0
H 0.28118 -2.01063 1.96291 0.2 0.4 0.1
H 5.05420 2.04561 2.20651 -0.1 0.0 0.1
C -1.08985 -1.31960 -3.48257 -0.1 0.1 -0.4
H -0.33926 -2.02781 -3.85382 0.0 -0.1 0.1
H 0.38166 -4.12552 5.08559 0.0 0.1 0.0
```
Forces are in eV/Å.

Values from the calculation:
- Energy above the lowest of the compared OMol25 structures with the same formula, charge and spin: 0.0 kJ/mol
- Total charge: -1
- Highest occupied orbital energy: -5.229 eV
- Frontier orbital gap: 8.50 eV

***

| no. | electronic energy (eV) |
| --- | --- |
| 1 | -49037.221 |
| 2 | -26404.884 |
| 3 | -24959.814 |
| 4 | -7887.290 |
| 5 | -27025.885 |